No. 1
{
  "formula": "C6H12O4Si",
  "method": "wB97M-V/def2-TZVPD",
  "homo_energy_ev": -10.4,
  "multiplicity": 1,
  "orbital_gap_ev": 11.0,
  "symbols": ["C", "C", "O", "O", "Si", "C", "C", "O", "C", "C", "O", "H", "H", "H", "H", "H", "H", "H", "H", "H", "H", "H", "H"],
  "coordinates": [[3.733654, 0.492861, -0.963051], [2.530411, -0.318264, -0.575573], [2.474538, -1.521815, -0.748570], [1.514291, 0.435067, -0.122046], [-0.023544, -0.164929, 0.007503], [-0.764425, -0.283467, -1.714467], [0.065225, -1.804577, 0.902544], [-0.952042, 0.928575, 0.869774], [-2.253664, 0.627647, 0.949022], [-3.141221, 1.632767, 1.647487], [-2.725169, -0.402525, 0.511433], [3.831847, 1.392874, -0.297500], [3.557426, 0.876051, -2.003465], [4.639067, -0.125596, -0.950439], [-0.228484, -1.012227, -2.328621], [-0.715572, 0.667780, -2.213905], [-1.791075, -0.600297, -1.629737], [-0.919158, -2.269861, 0.849545], [0.362970, -1.685239, 1.915342], [0.808581, -2.482386, 0.457513], [-2.501464, 2.446712, 1.989016], [-3.875514, 1.981730, 0.922297], [-3.626680, 1.189122, 2.525899]],
  "forces_ev_per_angstrom": [[0.1, 1.2, 0.0], [0.6, -1.0, -0.7], [-0.1, 1.2, 0.2], [0.4, 0.7, 0.2], [-0.7, -2.4, -1.0], [0.7, -0.3, 0.5], [-0.2, -0.1, -1.1], [0.1, 0.6, 0.2], [-1.4, -0.7, 0.4], [1.1, 0.3, 0.2], [0.5, 0.4, 0.1], [0.0, -0.9, -0.6], [0.2, -0.4, 0.9], [-0.3, 0.2, 0.0], [0.1, 0.0, 0.1], [0.0, 0.5, -0.3], [-0.3, -0.1, 0.0], [0.0, 0.0, 0.2], [0.1, 0.2, 1.1], [-0.4, 0.4, -0.1], [-0.3, 0.2, 0.0], [-0.1, 0.0, 0.2], [0.0, -0.1, -0.5]],
  "mulliken_charge": [-0.984, 0.717, -0.547, -0.429, 0.672, -1.117, -1.088, -0.364, 0.754, -1.005, -0.539, 0.295, 0.253, 0.323, 0.363, 0.329, 0.391, 0.357, 0.368, 0.373, 0.306, 0.281, 0.291]
}

***

No. 2
{
  "formula": "C19H21N3O5",
  "method": "wB97M-V/def2-TZVPD",
  "homo_energy_ev": -8.4,
  "multiplicity": 1,
  "orbital_gap_ev": 8.6,
  "symbols": ["C", "C", "O", "C", "O", "C", "C", "C", "C", "N", "C", "O", "N", "C", "C", "N", "C", "O", "C", "C", "C", "C", "O", "C", "C", "C", "C", "H", "H", "H", "H", "H", "H", "H", "H", "H", "H", "H", "H", "H", "H", "H", "H", "H", "H", "H", "H", "H"],
  "coordinates": [[-8.461029, -1.524847, -1.645155], [-8.015051, -1.439951, -0.253187], [-6.756232, -1.344401, -0.203288], [-6.445525, 0.026595, -0.085441], [-7.239665, 0.902706, -0.182709], [-4.956788, 0.295260, -0.053234], [-4.141974, -0.783222, 0.199726], [-2.696681, -0.663768, 0.472076], [-2.259580, 0.868929, 0.466887], [-0.914725, 0.903783, 0.729268], [0.190517, -0.097886, 1.030873], [-0.074973, -1.140007, 1.391519], [1.516146, 0.736188, 0.959778], [1.863848, 1.742837, 0.287480], [2.480588, 1.194458, -0.900754], [3.659264, 0.324879, -0.589514], [4.889130, 0.662406, -0.651929], [5.229194, 1.862185, -1.556003], [6.090383, -0.348112, -0.487376], [6.152605, -1.891643, -0.764138], [7.474373, -1.909197, -0.365885], [7.913484, -0.970908, 0.284836], [7.177251, 0.052789, 0.152144], [3.194255, -0.974631, 0.208544], [2.538162, -0.035406, 1.480125], [-3.153665, 1.852779, 0.117528], [-4.376388, 1.378786, -0.079436], [-7.742010, -2.347289, -2.223372], [-8.251028, -0.676037, -2.169190], [-9.427543, -1.934953, -1.806926], [-8.193868, -2.288675, 0.231785], [-8.697554, -0.665919, 0.195735], [-4.604863, -1.743449, 0.251207], [-2.134344, -1.597217, 0.690864], [-0.708319, 1.874088, 0.591990], [1.043740, 2.345869, -0.255513], [2.471817, 2.365111, 0.982561], [2.924373, 2.018590, -1.569774], [1.957406, 0.452323, -1.491824], [5.451212, -2.299554, -1.216757], [7.856690, -3.064880, -0.524594], [8.961093, -0.631977, 0.566328], [4.029660, -1.507692, 0.572739], [2.498383, -1.446265, -0.296978], [2.104241, -1.024581, 1.890077], [3.200020, 0.378073, 2.296589], [-2.650217, 2.741153, 0.062728], [-5.040645, 2.481953, -0.104913]],
  "forces_ev_per_angstrom": [[2.0, -4.8, -2.2], [-8.1, 0.7, -1.1], [7.8, 4.8, 1.6], [2.6, 0.0, -1.5], [-0.8, 0.3, 0.4], [-4.3, -8.8, 0.9], [4.9, -1.8, 1.1], [-4.9, 3.3, -0.9], [0.4, -9.1, 0.2], [1.8, 1.5, -0.1], [-0.7, 10.6, -2.5], [0.6, -5.0, 1.5], [-7.6, -10.3, 7.9], [-0.2, 7.5, -5.2], [5.5, 1.1, -4.1], [-1.5, -3.1, 1.6], [5.2, 4.9, -6.8], [-1.5, -5.5, 5.3], [-4.7, -2.2, -0.5], [5.5, 13.0, 4.8], [-1.5, -16.1, -4.7], [9.3, 5.5, 4.1], [-4.2, 3.9, -0.3], [3.7, 8.6, 3.6], [0.7, -6.8, 0.5], [4.5, -3.7, 1.3], [-2.5, 14.9, -0.8], [-1.6, 1.8, 1.4], [0.0, 2.6, -1.4], [-1.1, 0.2, 0.0], [-1.7, -3.8, 2.0], [1.3, -0.3, 0.2], [0.1, -0.6, 0.0], [-0.2, 1.4, -0.2], [1.7, 0.2, 0.3], [0.7, -0.4, 1.7], [0.1, 0.4, -1.3], [-0.6, -1.3, 0.7], [-1.4, 0.6, 0.0], [-5.7, -4.4, -4.1], [0.2, 3.3, 0.8], [-1.4, -1.3, 0.0], [0.7, -0.7, 0.0], [-3.5, -2.3, -2.4], [0.0, 2.1, 0.6], [-0.3, -0.1, -1.5], [-0.2, 3.0, -0.4], [0.8, -3.4, -0.5]],
  "mulliken_charge": [-1.249, -0.251, -0.335, 0.125, -0.549, -0.091, -0.196, -0.915, 1.108, -0.149, 0.345, -0.441, 0.204, -0.093, -1.183, 0.037, 0.844, -0.726, 0.100, -0.637, -0.480, -0.260, -0.228, -1.114, -0.721, -1.394, 0.674, 0.202, 0.362, 0.400, 0.484, 0.295, 0.484, 0.346, 0.084, 0.261, 0.240, 0.414, 0.384, 0.794, 0.189, 0.323, 0.789, 0.313, 0.275, 0.287, 0.601, 0.049]
}